Here is a 7-piece molecular cluster, C11H39N2O7 overall at a distorted geometry from the Open Molecules 2025 dataset. Energies are from ωB97M-V/def2-TZVPD.

Last column: Löwdin charge in e.
Positions of all 59 atoms, in Å:
N 2.6260 33.8190 31.4350  0.33
H 1.6950 33.8490 31.1250  0.04
H 2.4750 33.1560 32.0920  0.07
H 2.9590 34.7540 31.7810  0.16
H 3.3040 33.5810 30.9260  0.02
C 5.9110 31.8910 32.8230  -0.08
O 5.3520 32.5320 31.6180  -0.08
H 6.9590 31.8160 33.0210  0.07
H 5.3960 31.0830 32.9510  0.00
H 5.8080 32.6690 33.8230  0.14
H 6.0160 32.8360 31.1180  0.00
C 4.1040 37.1320 34.2810  -0.19
O 4.1590 36.4460 33.1090  -0.16
H 4.5240 36.5280 35.0560  0.10
H 3.1570 37.4330 34.7050  0.05
H 4.4950 38.1280 33.8690  0.14
H 4.7020 37.0040 32.5420  0.11
C 2.0580 35.1780 28.1030  -0.13
O 2.9000 35.6840 29.1510  -0.18
H 2.6940 34.9080 27.3800  0.06
H 1.2630 35.8520 27.9420  0.07
H 1.8060 34.2000 28.5760  0.07
H 3.3870 36.6040 28.9330  0.16
C -0.2670 34.0450 28.7830  -0.13
O 0.6630 34.2810 29.8290  -0.24
H -1.3550 33.7670 28.8960  0.13
H 0.0580 33.2990 28.3160  -0.01
H -0.2940 34.9920 28.1390  0.11
H 0.2290 34.9030 30.5800  0.19
C 0.7410 30.8590 29.3460  -0.12
O 2.0200 31.2590 29.6640  0.00
H -0.1600 31.2420 29.7420  0.07
H 0.8990 29.7590 29.5330  0.13
H 0.6010 30.8650 28.3890  0.02
H 2.5770 30.6560 29.7230  -0.04
C -1.1450 30.6900 32.5050  -0.16
O -0.4890 31.4370 33.3560  -0.08
C 0.1380 32.5480 32.8630  -0.23
C 0.8670 33.2310 33.9930  -0.17
N 1.4350 34.4530 33.4190  -0.15
C 2.2710 35.3180 34.3450  -0.15
C 1.2710 35.9660 35.3080  -0.17
O 2.1380 36.9310 35.9600  -0.28
C 1.5790 37.7240 37.0680  -0.04
H -1.5490 31.1300 31.6800  0.07
H -1.9370 30.2460 32.9120  0.07
H -0.7440 29.8960 32.0040  0.07
H -0.7330 33.2000 32.5580  0.15
H 0.6420 32.5270 31.9470  0.07
H 1.8260 32.6220 34.4490  0.18
H 0.3490 33.3940 34.9140  0.10
H 0.7540 35.0590 33.0240  0.09
H 2.8380 36.1210 33.5100  0.13
H 2.9190 34.5670 34.7510  0.12
H 0.8250 35.2970 36.0350  0.12
H 0.4490 36.4550 34.8440  0.11
H 1.3090 37.1750 37.9600  0.08
H 0.6300 38.1070 36.6880  0.08
H 2.1210 38.6120 37.3900  0.09

HOMO, eV: -11.58
Total charge: +1